# 1
A cluster of 8 separate species, C34H44BN2O26 in total, computed with ωB97M-V/def2-TZVPD.

Values from the calculation:
- ΔE to the lowest compared entry with this formula, charge and spin: 33.3 kcal per mole
- Net charge: +1
- Spin multiplicity: 1

Last column: Löwdin charge in e.
Cartesian coordinates (Å):
C 3.9139 4.2875 -1.0709  0.181
C 3.9171 3.3647 -0.2841  -0.028
C 3.9148 2.4584 0.9062  -0.124
N 4.7542 2.7525 1.9486  0.135
C 4.8246 2.0258 3.0997  0.050
C 3.9878 0.8566 3.2916  -0.082
C 4.1051 0.0938 4.6491  -0.004
B 2.7509 0.1360 5.5241  -0.534
O 1.4834 0.4865 4.9945  0.121
O 2.7955 -0.1433 6.9076  0.131
C 3.0624 0.4802 2.2229  0.051
C 2.1291 -0.7639 2.3486  -0.391
O 0.9378 -0.6468 2.3425  0.175
O 2.7543 -2.0009 2.4913  -0.019
N 3.7497 -2.0417 1.4896  -0.050
C 3.9240 -3.4838 1.1556  -0.200
C 2.8008 -3.8423 0.0918  -0.073
C 3.0484 1.3234 1.0170  -0.051
C 2.0262 0.9230 -0.0919  -0.044
C 0.6432 1.5424 0.3619  -0.187
O 0.6047 2.3087 1.3022  0.044
H 4.0128 5.2687 -1.5673  0.082
H 5.3423 3.5872 1.8575  0.190
H 5.5179 2.3475 3.9005  0.154
H 4.4833 -0.9516 4.5380  0.134
H 4.8798 0.6474 5.2498  0.122
H 0.9610 -0.3123 4.8082  0.114
H 2.5799 0.7109 7.3318  0.120
H 4.6574 -1.7224 1.8557  0.123
H 3.8094 -4.0934 2.0911  0.124
H 4.9269 -3.6632 0.7004  0.129
H 1.8571 -3.3785 0.4675  0.073
H 2.7232 -4.9511 0.0444  0.082
H 3.0646 -3.3563 -0.8748  0.078
H 2.2958 1.4038 -1.0718  0.132
H 1.9410 -0.1906 -0.1940  0.130
H -0.3357 1.2755 -0.1185  0.146
C -2.1665 2.1737 2.8316  -0.120
C -2.6213 2.4187 4.2436  -0.111
O -3.9563 2.8858 4.0668  0.048
C -4.3967 2.4167 2.8671  -0.559
O -5.5227 2.4878 2.4903  0.173
O -3.3822 1.8581 2.1546  0.046
H -1.4581 1.3501 2.7574  0.123
H -1.7269 3.0616 2.3710  0.122
H -2.6426 1.5046 4.8424  0.136
H -2.0127 3.1629 4.7565  0.134
C -4.1973 2.6190 -0.6751  -0.127
C -4.7328 4.0180 -0.7997  -0.114
O -4.6637 4.2590 -2.2053  0.067
C -4.6822 3.0503 -2.8262  -0.561
O -4.8036 2.8987 -4.0002  0.159
O -4.5433 2.0354 -1.9303  0.064
H -4.6501 2.0695 0.1451  0.110
H -3.1094 2.5948 -0.5610  0.128
H -5.7748 4.0986 -0.4784  0.142
H -4.1376 4.7441 -0.2501  0.109
C -3.1838 7.1408 3.1912  -0.112
C -4.0142 5.9850 2.7166  -0.095
O -3.3347 5.5749 1.5235  0.022
C -2.0442 5.9935 1.6305  -0.564
O -1.1703 5.6697 0.8842  0.144
O -1.8803 6.8195 2.6913  0.066
H -3.1770 7.2309 4.2855  0.086
H -3.5027 8.0925 2.7567  0.141
H -4.0198 5.1540 3.4238  0.120
H -5.0424 6.2702 2.4991  0.145
C 1.0707 -4.1203 -4.3878  -0.137
C 0.1497 -4.9627 -3.5539  -0.117
O 1.0361 -5.9235 -2.9768  0.059
C 2.2808 -5.3774 -2.9717  -0.577
O 3.2209 -5.8504 -2.4085  0.137
O 2.3158 -4.2259 -3.6885  0.058
H 0.7473 -3.0878 -4.4508  0.118
H 1.1992 -4.5140 -5.3968  0.125
H -0.3273 -4.3945 -2.7514  0.137
H -0.6212 -5.4509 -4.1469  0.127
C 0.3325 6.7172 6.4261  -0.121
C -0.1452 6.9977 7.8246  -0.120
O -1.4735 7.4680 7.6141  0.082
C -1.8946 6.9759 6.4240  -0.531
O -3.0180 7.0437 6.0276  0.148
O -0.8751 6.3955 5.7401  0.061
H 1.0372 5.8879 6.3822  0.131
H 0.7847 7.5922 5.9534  0.138
H -0.1828 6.0980 8.4438  0.136
H 0.4581 7.7497 8.3307  0.138
C -1.2748 -5.5125 -8.1563  -0.117
C -1.4155 -4.2819 -9.0070  -0.109
O -1.5906 -3.2475 -8.0373  0.080
C -1.0436 -3.6818 -6.8773  -0.540
O -0.8720 -2.9982 -5.9136  0.146
O -0.7131 -4.9990 -6.9482  0.039
H -0.6208 -6.2589 -8.6033  0.128
H -2.2377 -5.9758 -7.9288  0.141
H -0.5166 -4.0704 -9.5908  0.138
H -2.2693 -4.3338 -9.6803  0.140
C 0.1754 -10.3840 -6.4197  -0.123
C -0.3680 -8.9855 -6.5297  -0.131
O -0.3228 -8.7378 -7.9337  0.035
C -0.3458 -9.9496 -8.5599  -0.555
O -0.4862 -10.0950 -9.7300  0.174
O -0.1880 -10.9639 -7.6700  0.070
H -0.2630 -10.9396 -5.5921  0.136
H 1.2637 -10.4045 -6.3237  0.137
H -1.4045 -8.9107 -6.1906  0.135
H 0.2350 -8.2581 -5.9870  0.131

Atoms 1-2, force components in eV/Å:
C 0.406 0.274 0.917
C 0.053 -0.141 1.292

=====

# 2
A structure of composition C4H15O4, computed with ωB97M-V/def2-TZVPD.

Values from the calculation:
- ΔE to the lowest compared entry with this formula, charge and spin: 13.3 kcal per mole
- Net charge: -1
- Spin multiplicity: 1

Last column: Löwdin charge in e.
Cartesian coordinates (Å):
C -0.1568 0.7479 1.3245  -0.318
O 0.1803 2.0734 1.0507  -0.149
C 1.1056 -0.1293 1.4091  -0.221
C 1.1618 -1.3158 0.4642  -0.272
C 2.5705 -1.8462 0.1509  -0.124
H -0.6931 0.6824 2.3176  0.109
H -0.8470 0.3336 0.5988  0.096
H 1.2664 -0.4035 2.4691  0.101
H 2.0047 0.5041 1.2869  0.104
H 0.6423 -1.0942 -0.4736  0.104
H 0.6055 -2.1586 0.9576  0.110
H 2.9303 -1.7141 -0.8539  0.050
H 2.6805 -2.9004 0.4151  0.055
H 3.2906 -1.2466 0.7582  0.069
H -1.3406 3.4779 -1.1447  -0.005
H -0.2541 2.3065 0.1244  0.005
O -0.8204 2.6734 -1.1655  -0.256
H -2.2939 -1.9594 -0.8456  0.001
H -2.7647 -0.5039 -1.4122  -0.039
O -3.0329 -1.4407 -1.2014  -0.142
H -2.0725 1.0529 -2.8036  0.007
H -1.6931 1.8271 -1.5125  -0.030
O -2.4695 1.0336 -1.9142  -0.257

Atoms 1-2, force components in eV/Å:
C 0.191 0.002 1.281
O -0.490 0.031 -0.585